Here is a molecular structure, C25H35F4Si at a distorted geometry from the Open Molecules 2025 dataset. Energies are from wB97M-V/def2-TZVPD.

Geometry as XYZ:
```
65
C25H35F4Si wB97M-V/def2-TZVPD
C -0.13678 -0.97477 13.14944
C 0.74100 -2.00211 12.44465
C 0.28697 -2.25893 11.02234
C 1.16686 -3.27856 10.34444
C 0.71033 -3.57199 8.92946
C 0.78252 -2.43719 7.86314
Si 0.13192 -3.73643 6.59149
C -1.76074 -3.65438 6.42194
C -2.60565 -2.52165 7.04565
C -4.04602 -3.02517 7.15030
C -5.03539 -2.08614 7.80224
C -6.43709 -2.68586 7.90702
C -7.39705 -1.68528 8.55074
H 0.82516 0.03901 4.74485
H 0.26241 -0.79779 14.15590
H -0.14397 -0.02459 12.59623
H -1.17042 -1.34224 13.22638
H 1.77775 -1.65149 12.41858
H 0.74161 -2.93850 13.01629
H -0.74951 -2.61547 11.04813
H 0.27486 -1.31379 10.46211
H 2.20488 -2.94021 10.34844
H 1.10725 -4.22976 10.88730
H 1.31634 -4.43496 8.60434
H -0.32323 -3.94102 9.01481
H 0.10478 -1.58203 8.04366
H 1.81530 -2.05539 7.78098
H 1.04177 -3.67988 5.37437
H -1.95314 -3.63130 5.33105
H -2.15258 -4.61050 6.81484
H -2.23262 -2.20007 8.02403
H -2.55551 -1.63055 6.40757
H -4.39604 -3.26502 6.14100
H -4.06131 -3.98188 7.68730
H -4.67596 -1.83184 8.80841
H -5.08509 -1.15430 7.22317
H -6.80035 -2.96729 6.90839
H -6.39951 -3.60373 8.50963
H -8.39751 -2.13110 8.61265
H -7.06016 -1.42720 9.56761
H -7.44996 -0.76250 7.95083
F 1.81972 4.94315 6.07959
C 0.85802 3.95746 5.91462
C -0.13055 3.87711 6.90805
C -1.00160 2.77917 6.82310
F -1.97590 2.61529 7.79642
C -0.84888 1.78909 5.86641
C 0.15514 1.89363 4.87329
C 0.35550 0.65623 4.01729
C 1.36847 0.51029 2.90094
C 1.06472 -0.33210 1.81514
C 1.94961 -0.41323 0.74638
F 1.66834 -1.30871 -0.27364
C 3.17127 0.28258 0.72950
C 3.49351 1.01613 1.88444
F 4.70913 1.68177 1.90149
C 2.66399 1.04700 3.00750
C 0.99630 3.02108 4.88672
H -0.16413 4.54982 7.76016
H -1.47666 0.89498 5.89770
H -0.61536 0.21078 3.73450
H 0.12980 -0.89457 1.81783
H 3.88940 0.12492 -0.07420
H 3.01715 1.49541 3.93464
H 1.78529 3.15985 4.14903
```

Values from the calculation:
HOMO energy   -11.422 eV
Orbital gap   4.93 eV
Charge   +1



Here is a molecular structure, C11H27N4SbSe4V from the Open Molecules 2025 dataset. Energies are from wB97M-V/def2-TZVPD.

Geometry as XYZ:
```
48
C11H27N4SbSe4V wB97M-V/def2-TZVPD
V -0.02071 0.47153 0.04119
C 2.34170 0.13773 2.37403
C 2.86810 0.57163 0.98539
N 2.01274 0.05386 -0.08561
C 2.50656 0.03119 -1.48712
C 1.38374 0.37604 -2.51233
N 0.05522 -0.02608 -2.00315
C -1.11955 0.21129 -2.86128
C -2.29936 0.84141 -2.09157
C -2.92659 0.02742 -0.93973
N -2.04943 -0.01632 0.24629
C -2.58605 0.27016 1.60064
C -1.46194 0.78759 2.55619
N -0.13305 0.29834 2.14139
C 1.03096 0.77509 2.88984
H 3.12287 0.37185 3.10285
H 2.21349 -0.95033 2.36845
H 3.90087 0.21087 0.87795
H 2.87821 1.66556 0.92217
H 1.79947 -0.93743 0.15626
H 2.90135 -0.96254 -1.71239
H 3.31643 0.75577 -1.59930
H 1.62110 -0.11077 -3.46576
H 1.34725 1.45643 -2.67253
H 0.08344 -1.02970 -1.75614
H -1.43275 -0.72730 -3.32950
H -0.83850 0.90241 -3.66173
H -3.08565 1.06162 -2.82385
H -1.94712 1.78446 -1.66507
H -3.13661 -0.99468 -1.27238
H -3.88042 0.48927 -0.66816
H -1.66617 -0.99643 0.28658
H -3.05430 -0.62200 2.02663
H -3.34837 1.04716 1.51368
H -1.69133 0.49440 3.58960
H -1.42137 1.87799 2.50785
H -0.12823 -0.73141 2.17499
H 0.92603 0.54887 3.96164
H 1.08303 1.86228 2.77826
C 0.20521 2.65160 -0.02678
H 1.11305 2.92586 -0.59077
H 0.32645 3.10306 0.97369
H -0.61958 3.21587 -0.49354
Se 1.29313 -4.67608 -2.56423
Sb -0.05014 -4.81591 -0.52275
Se 0.06862 -2.38740 0.35907
Se 0.93504 -6.13136 1.27018
Se -2.43680 -5.16286 -0.89916
```

Values from the calculation:
Multiplicity   2
HOMO energy (spin up / spin down)   -0.574 / -0.169 eV
Orbital gap (spin up / spin down)   4.63 / 4.22 eV
Charge   -2



Here is a molecular structure, C8H9NO at a distorted geometry from the Open Molecules 2025 dataset. Energies are from wB97M-V/def2-TZVPD.

Geometry as XYZ:
```
19
C8H9NO wB97M-V/def2-TZVPD
C -2.21249 -0.77961 -0.00550
C -1.20847 0.31636 -0.07501
C 0.27237 0.10869 -0.02455
C 0.85276 -1.17411 -0.10143
C 2.22913 -1.32405 -0.10376
C 3.04366 -0.22693 0.11557
C 2.50445 1.01022 0.13151
C 1.01345 1.12747 0.03287
H -3.66803 0.17612 -0.42084
H -3.52727 0.08682 1.31209
H -1.65486 -1.45412 0.79401
H -2.14197 -1.62003 -0.91262
H 0.03777 -2.13353 -0.02534
H 2.53232 -2.24907 -0.18355
H 4.22264 -0.20885 0.23976
H 2.83771 1.87384 0.00473
H 0.75351 2.34466 -0.00904
N -3.61516 -0.47971 0.14938
O -1.63186 1.52424 -0.20788
```

Values from the calculation:
HOMO energy   -9.556 eV
Orbital gap   9.68 eV